1.
Computed, not measured: an isolated molecule of C4H12N2O at a distorted geometry, with the ωB97M-V functional and the def2-TZVPD basis.

Bonds (Å) are listed after each position.
Cartesian coordinates (Å):
1 N -0.459 -1.058 2.366  C2 1.473, H8 1.021, H9 1.019
2 C 0.001 0.321 2.122  N1 1.473, C3 1.542, H10 1.099, H11 1.092
3 C -0.503 0.837 0.760  C2 1.542, C4 1.534, H12 1.092, H13 1.090
4 C 0.200 0.072 -0.370  C3 1.534, N5 1.464, C6 1.540, H14 1.086
5 N 1.445 0.677 -0.847  C4 1.464, H15 1.010, H16 1.008
6 C -0.724 -0.076 -1.593  C4 1.540, O7 1.424, H17 1.089, H18 1.099
7 O -0.092 -0.844 -2.612  C6 1.424, H19 0.967
8 H -1.423 -0.957 2.686  N1 1.021
9 H -0.039 -1.426 3.218  N1 1.019
10 H 1.090 0.285 1.982  C2 1.099
11 H -0.203 1.000 2.952  C2 1.092
12 H -0.195 1.884 0.747  C3 1.092
13 H -1.586 0.716 0.713  C3 1.090
14 H 0.395 -0.946 -0.045  C4 1.086
15 H 1.362 1.677 -0.966  N5 1.010
16 H 2.215 0.449 -0.237  N5 1.008
17 H -1.668 -0.536 -1.306  C6 1.089
18 H -0.961 0.941 -1.938  C6 1.099
19 H 0.477 -0.185 -3.033  O7 0.967

As for the total charge: 0. The value obtained for the HOMO energy is -9.2756 eV. Its SMILES is NCC[C@H](N)CO. The calculation puts the max |F| at 0.0237 Eh/bohr. The value obtained for the total energy is -9369.8775 eV.

2.
Computed, not measured: an isolated molecule of C4H12N2O at a distorted geometry, with the ωB97M-V functional and the def2-TZVPD basis.

Bonds (Å) are listed after each position.
Cartesian coordinates (Å):
1 C -2.777 -0.221 0.078  C2 1.498, H8 1.117, H9 1.012, H10 1.107
2 C -1.352 -0.677 0.035  C1 1.498, O3 1.444, C4 1.541, H11 1.067
3 O -0.798 -0.683 -1.299  C2 1.444, H12 0.960
4 C -0.435 0.236 0.872  C2 1.541, N5 1.501, H13 1.125, H14 1.193
5 N 0.990 -0.146 0.594  C4 1.501, C6 1.478, H15 0.936
6 C 1.993 0.558 -0.232  N5 1.478, N7 1.409, H16 1.182, H17 1.185
7 N 3.285 0.035 -0.024  C6 1.409, H18 1.078, H19 0.994
8 H -2.829 0.836 -0.280  C1 1.117
9 H -3.228 -0.134 0.979  C1 1.012
10 H -3.513 -0.778 -0.534  C1 1.107
11 H -1.269 -1.694 0.350  C2 1.067
12 H -1.214 -0.310 -2.080  O3 0.960
13 H -0.474 1.346 0.693  C4 1.125
14 H -0.699 0.010 2.014  C4 1.193
15 H 1.425 -0.453 1.364  N5 0.936
16 H 1.648 0.555 -1.362  C6 1.182
17 H 2.096 1.690 0.105  C6 1.185
18 H 3.820 0.644 -0.735  N7 1.078
19 H 3.330 -0.813 -0.540  N7 0.994

As for the total charge: 0. The value obtained for the HOMO energy is -8.2054 eV. Its SMILES is C[C@@H](O)CNCN. The calculation puts the max |F| at 0.0919 Eh/bohr. The value obtained for the total energy is -9368.2867 eV.

Computed values of energy relative to the best compared isomer or geometry (same formula, charge and spin) (unit: kcal per mole) for the preceding records, in sequence: 30.4; 67.0.
Computed values of orbital gap (unit: eV) for the preceding records, in sequence: 10.265; 9.190.
Computed values of LUMO (unit: hartree) for the preceding records, in sequence: 0.036; 0.036.